Here is one molecule with the formula C16H18FN5O2 at a distorted geometry from the OMol25 dataset. Energies are from wB97M-V/def2-TZVPD.

```
42
Properties=species:S:1:pos:R:3:mulliken_charge:R:1
H -2.63259 -3.64650 0.45479 0.501
C -1.13719 -2.21099 0.20472 1.273
H 3.94526 1.33372 3.92471 0.705
C -1.55824 1.68469 -2.52058 -0.489
H -2.12254 0.82367 -0.14940 0.422
H -1.57534 2.57889 -4.49731 0.772
H 3.40210 2.18825 1.54628 0.621
C 2.30797 2.60665 3.48025 -0.693
F 0.79512 -1.09530 -2.02591 -0.349
H -1.41817 -3.89759 1.75831 0.315
C -1.56275 -3.57014 0.50966 -1.827
H 2.05744 -0.12847 3.52607 0.490
C -2.92635 -1.51378 -1.28805 -0.109
H -2.51641 2.26292 -2.00118 0.144
C 1.57760 1.37403 1.26323 0.384
H 1.27833 -0.37535 -4.37403 0.692
C -0.95635 0.38853 -1.88426 -0.034
N -2.93800 -2.58256 -1.87450 -0.222
H 3.33718 1.49769 5.27306 0.491
H -2.15352 -3.01191 -1.97520 0.047
N 0.02560 -1.87775 0.98828 0.054
C 0.04345 -0.18799 -2.59432 1.200
C -0.19407 1.05232 -4.52209 -0.446
H -0.03273 1.26566 -5.48486 0.471
H 2.70144 3.50567 3.77610 0.492
O -3.67033 -0.66117 -1.45239 -0.579
H 1.23926 2.39631 3.72537 0.296
C -1.18264 0.13144 -0.47537 0.751
C -1.80960 -1.38799 -0.49983 -0.554
O 2.28553 0.25406 4.54476 -0.598
N -0.14882 0.42434 0.31975 1.556
C 0.58080 0.09352 -3.92489 -1.299
N 0.37985 1.53423 0.63525 -1.680
H 0.61829 -2.36706 1.51584 0.102
H -0.96673 -4.13459 -0.11050 0.407
N 1.60972 -0.13104 1.82329 -0.689
H 2.08770 3.37496 1.51630 0.218
C 2.49279 2.26498 1.88119 -1.016
H -3.63306 -2.91179 -2.54634 0.287
C 0.44682 -0.67816 1.21671 0.095
C -1.23948 1.94681 -3.92879 -1.068
C 3.16265 1.38679 4.24590 -1.138
```

Energy above the lowest of the compared OMol25 structures with the same formula, charge and spin = 319.3 kcal per mole
Structure (SMILES) = CC1=C(C(N)=O)[C@H](c2ccccc2F)n2nc(CCCO)nc2N1
Orbital gap = 8.352 eV
Highest occupied orbital energy = -8.07 eV